Density functional theory data (ωB97M-V/def2-TZVPD) for 8 unconnected molecules or ions with the total composition C28H78N6O8 at a distorted geometry.

Structure (XYZ):
```
120
Properties=species:S:1:pos:R:3:forces:R:3:lowdin_charge:R:1
C -17.838532 10.351771 13.622283 0.9 0.8 -0.6 -0.115
O -18.667317 11.109995 12.768146 -0.6 1.2 0.0 -0.195
C -18.238071 12.473068 12.512041 -0.6 0.1 0.4 -0.165
C -18.250784 13.455217 13.712486 -0.6 -1.0 0.4 -0.477
C -19.594172 13.492468 14.434569 0.4 -1.9 0.1 -0.052
N -18.023418 14.817330 13.322886 1.0 0.7 -0.7 0.033
H -16.857684 10.350341 13.146856 0.4 -0.4 0.1 0.081
H -18.193852 9.325764 13.718040 -0.3 0.3 -0.1 0.092
H -17.681037 10.822526 14.592684 -0.3 -0.1 0.3 0.075
H -17.260174 12.489424 12.030835 0.3 -0.2 0.1 0.115
H -18.935504 12.915793 11.800923 -0.2 -0.4 -0.2 0.123
H -17.420282 13.174103 14.360068 -0.2 -0.5 0.6 0.125
H -20.418762 13.628694 13.734857 0.1 0.6 0.0 0.087
H -19.584907 14.176806 15.282925 -0.2 0.2 -0.3 0.078
H -19.753410 12.487137 14.824519 -0.2 -0.1 0.3 0.068
H -17.047327 14.868673 13.068527 0.4 0.3 -0.7 0.062
H -17.984681 15.309765 14.203860 -0.4 0.5 0.1 0.068
C -13.512575 15.082119 12.831812 -1.4 1.1 -0.8 -0.076
O -14.084276 16.276326 12.231548 1.4 -0.2 0.0 -0.202
C -13.465066 16.578541 10.986227 0.1 0.6 0.6 -0.242
C -13.476798 18.093492 10.703682 -1.1 -1.3 -1.6 -0.401
C -14.894614 18.492557 10.253900 -0.4 0.1 1.0 -0.068
N -12.608567 18.323317 9.535834 0.2 0.6 0.0 0.020
H -13.772181 15.182176 13.885708 0.3 -0.5 0.0 0.087
H -12.446391 14.996446 12.622033 0.0 0.1 0.3 0.080
H -14.045894 14.268454 12.340271 0.2 -0.6 0.4 0.080
H -12.396957 16.367721 10.933491 0.3 -0.6 0.7 0.105
H -13.906779 15.965896 10.200314 -0.3 0.2 -0.4 0.126
H -13.131863 18.584787 11.613496 0.0 0.3 -0.3 0.142
H -15.643813 18.279495 11.016403 0.2 -0.2 0.4 0.070
H -15.230952 17.856874 9.434827 0.3 0.2 -0.4 0.077
H -15.053274 19.549919 10.041954 0.4 0.0 -0.4 0.074
H -11.657883 17.988731 9.601781 0.1 0.0 0.6 0.062
H -12.968376 17.841697 8.724247 -0.4 0.1 -0.1 0.065
C -19.727855 0.811329 10.602739 -0.3 -0.1 0.4 -0.111
O -19.813142 0.773174 12.004793 0.8 -0.4 1.0 -0.207
C -19.568538 1.987226 12.729778 -0.6 0.3 -0.8 -0.181
C -18.118168 2.528710 12.697215 0.7 -2.2 0.4 -0.417
C -17.089597 1.520245 13.332427 0.0 0.1 -0.4 -0.061
N -17.888726 3.788783 13.391377 -0.8 -0.1 -0.4 0.031
H -20.632515 1.297523 10.237613 0.3 0.6 -0.5 0.087
H -19.790886 -0.207136 10.219535 0.2 -0.1 0.3 0.086
H -18.771617 1.231418 10.290920 -0.2 0.3 -0.4 0.080
H -20.227220 2.740821 12.298102 0.0 0.5 -0.1 0.116
H -20.004582 1.780704 13.707173 0.6 0.0 0.3 0.126
H -17.869927 2.653557 11.643231 0.1 0.1 0.0 0.120
H -17.042826 0.499808 12.952146 -0.4 0.0 -0.1 0.070
H -17.183375 1.496954 14.418137 -0.5 -0.2 0.1 0.071
H -16.079190 1.913184 13.219421 0.1 0.2 -0.4 0.064
H -18.038257 3.542998 14.359539 0.0 0.4 0.5 0.064
H -16.887971 3.888155 13.298058 0.2 0.6 0.2 0.062
C -23.634004 13.018016 9.447879 0.3 -1.5 1.6 -0.120
O -25.022842 13.089866 9.274811 -0.5 0.6 -1.1 -0.179
C -25.640400 11.850796 8.938044 0.2 0.0 0.5 -0.208
C -25.416088 11.342683 7.513199 -0.6 0.6 0.7 -0.457
C -25.925003 12.342284 6.483730 0.4 0.3 0.2 -0.055
N -26.169248 10.103906 7.337118 0.3 -0.4 -0.4 0.029
H -23.101516 12.419285 8.708913 0.0 0.4 -0.4 0.081
H -23.520430 12.463787 10.379566 0.4 -0.5 0.3 0.081
H -23.105782 13.936467 9.703841 -0.7 0.5 -0.8 0.090
H -25.285423 11.060516 9.599522 0.4 -0.2 0.4 0.116
H -26.694503 11.946127 9.198611 -0.1 0.2 -0.4 0.131
H -24.346940 11.142908 7.441546 0.3 0.3 -0.4 0.122
H -26.016548 11.905283 5.489375 0.2 0.0 0.0 0.073
H -25.252898 13.200130 6.462306 0.0 0.0 -0.2 0.077
H -26.910127 12.722735 6.753745 -0.1 -0.2 0.1 0.084
H -25.870240 9.378571 7.973198 0.0 0.1 0.8 0.067
H -25.767750 9.736950 6.486089 -0.5 -0.2 -0.6 0.068
C -10.959167 11.451581 16.938112 0.5 0.9 0.2 -0.130
O -12.156613 10.807122 16.510654 1.5 -1.0 0.3 -0.185
C -12.136673 9.356930 16.712891 -2.0 0.9 -0.1 -0.166
C -13.634683 8.935624 16.707390 -0.3 0.7 -0.1 -0.431
C -14.364580 9.534889 17.960823 0.7 -0.2 -1.2 -0.047
N -13.783455 7.485543 16.577804 0.3 -0.2 0.6 0.029
H -10.895862 11.584224 18.018163 -0.3 -0.3 0.2 0.083
H -10.827350 12.453510 16.529614 -1.2 0.3 -0.2 0.078
H -9.967911 11.112337 16.637395 -0.2 -1.5 -0.3 0.080
H -11.610299 8.851812 15.903018 0.2 0.0 0.1 0.121
H -11.790329 9.061285 17.703210 0.7 0.3 0.1 0.120
H -14.052241 9.333695 15.782575 -0.2 0.4 0.1 0.125
H -13.902656 9.061239 18.827075 0.0 0.4 0.3 0.076
H -15.439981 9.361791 18.001347 0.0 -0.4 -0.3 0.069
H -14.245882 10.617293 17.911528 0.3 0.0 0.5 0.071
H -13.116775 7.044289 17.195013 0.7 -0.2 0.0 0.063
H -14.624510 7.239913 17.080185 -0.6 -0.1 -0.4 0.064
C -17.629096 18.967646 15.595523 -0.2 0.5 0.0 -0.110
O -19.054599 18.994894 15.670645 0.1 0.1 -1.0 -0.199
C -19.681006 19.782440 14.636830 -1.0 0.9 1.0 -0.181
C -21.189353 20.015647 15.050442 0.7 -1.8 0.2 -0.421
C -21.955694 18.673857 14.991125 0.3 0.2 0.0 -0.073
N -21.877574 21.066541 14.297279 0.6 -0.4 0.3 0.034
H -17.217074 18.638547 14.641570 -0.3 -0.3 -0.3 0.078
H -17.233089 18.320039 16.377736 -0.3 0.0 0.0 0.084
H -17.222578 19.967247 15.749350 0.0 0.2 0.2 0.081
H -19.288044 20.798757 14.609091 0.5 0.1 0.1 0.111
H -19.564108 19.383385 13.629259 0.0 -0.5 0.0 0.122
H -21.115687 20.282959 16.104583 -0.1 0.4 0.0 0.131
H -21.953606 18.308663 13.964132 0.1 -0.2 -0.1 0.074
H -23.002187 18.759672 15.283696 0.0 0.2 0.1 0.069
H -21.487189 17.935132 15.641410 0.1 -0.1 -0.1 0.071
H -22.258873 20.610956 13.480477 -0.1 0.1 -0.4 0.062
H -22.689628 21.273110 14.861188 -0.2 0.4 0.0 0.066
C -21.023532 9.451108 18.625684 -0.4 -0.6 0.2 -0.089
C -20.409108 9.506265 20.013820 0.8 -0.1 -0.4 -0.328
O -19.777476 8.293590 20.385497 -0.1 -1.3 -0.3 -0.094
H -21.871807 8.767799 18.585447 0.0 -0.1 0.0 0.071
H -20.298069 9.114897 17.884893 0.1 0.1 0.1 0.073
H -21.394743 10.434721 18.337920 0.1 0.1 0.1 0.073
H -21.148317 9.724388 20.784595 0.0 0.7 -0.2 0.113
H -19.558884 10.180876 19.913319 -0.5 1.0 0.6 0.104
H -19.662231 8.255693 21.337802 -0.1 0.1 -0.1 0.077
C -11.003699 6.263566 12.091820 0.0 1.3 -0.5 -0.086
C -12.500636 6.648229 12.157776 1.4 -0.4 -0.4 -0.324
O -13.168494 5.590535 12.794668 -0.8 0.2 0.4 -0.083
H -10.685915 5.492366 11.390146 -0.6 -0.2 0.0 0.068
H -10.627494 6.005388 13.081731 -0.1 0.0 0.0 0.068
H -10.479333 7.158759 11.757499 0.4 0.1 0.1 0.062
H -12.941126 6.886483 11.189633 0.1 -0.4 -0.2 0.107
H -12.622308 7.565363 12.734112 0.2 0.1 0.2 0.101
H -13.188086 5.930629 13.692199 -0.5 -0.7 0.5 0.068
```
Positions in Å, forces in eV/Å.

As for the electronic energy: -55614.697 eV. The charge is 0. Its HOMO energy is -9.31 eV. The value obtained for the largest force on an atom is 0.0463 Eh/bohr. For the energy above the lowest of the compared OMol25 structures with the same formula, charge and spin, the calculation gives 404.1 kJ/mol. As for the frontier orbital gap: 9.59 eV. The spin multiplicity is 1.